(1)
{"formula": "C20H27IN4O5", "method": "ωB97M-V with the def2-TZVPD basis set", "smiles": "CCCCCCCc1c(I)cc(CCCN)c2c1C(=O)N(OC#N)C2=O.C[N+](=O)[O-]", "lumo_ev": -0.7122, "energy_ev": -45467.8948, "orbital_gap_ev": 8.19, "multiplicity": 1, "species": ["H", "H", "H", "H", "N", "H", "N", "O", "H", "H", "H", "C", "H", "C", "H", "H", "N", "H", "O", "C", "C", "H", "C", "C", "H", "H", "C", "C", "H", "O", "C", "H", "C", "C", "H", "O", "O", "H", "H", "H", "H", "H", "C", "N", "I", "C", "C", "C", "H", "C", "C", "H", "H", "C", "C", "H", "C"], "coordinates": [[0.1829, 3.7131, 4.4220], [2.1078, 0.7891, 2.1494], [2.9731, 1.4757, -0.6462], [1.3608, 3.6813, 2.1438], [5.7408, -1.2883, -0.1042], [-4.2255, -2.3513, -0.8563], [0.1208, -0.8886, -4.1626], [2.0028, 0.2351, -3.2179], [5.7950, -3.0505, -1.2280], [1.1830, 1.4979, -0.5202], [-3.7254, 1.7896, -0.4198], [0.6115, -0.8930, -0.4337], [-2.5402, -2.0941, 0.9190], [0.2043, -0.7896, -1.8338], [-5.4116, -0.6541, -0.0905], [-3.7027, -2.6070, -2.5975], [-3.8946, 0.8929, 0.0476], [-0.8049, 1.4448, 2.4619], [-2.1680, -0.6483, -4.4434], [2.0847, -0.4954, -0.0693], [-1.2118, -1.1374, -2.1694], [-3.5267, 0.1752, -2.4232], [0.5271, -3.1369, -4.1782], [-1.2582, -0.8770, -3.6971], [-5.1389, -0.6683, -2.8383], [-2.2112, 2.9210, 5.5007], [-1.4039, 2.2822, 5.0407], [0.9720, 2.6767, 1.8205], [2.7402, -0.8912, -0.8847], [0.5603, -1.9667, -4.8996], [-0.6000, 3.0827, 3.9160], [6.8538, -1.7257, -1.8189], [6.4882, -2.2610, -0.9453], [-0.4038, -1.3714, 0.5363], [2.3125, -0.9710, 0.9175], [6.1405, -1.1027, 1.0287], [4.7776, -0.7467, -0.6154], [-4.3647, 1.1457, 0.9280], [-1.2862, 3.7237, 3.3006], [-1.8678, 1.3870, 4.5343], [7.3140, -2.6621, -0.3646], [0.5922, 1.2899, 3.5852], [2.1715, 1.6885, 1.4712], [0.5601, -4.0683, -3.5117], [0.1025, -1.6397, 2.6278], [2.1196, 1.1124, -0.0169], [-4.9328, 0.1473, -0.7227], [0.9849, -0.3785, -3.1124], [0.3539, 2.8425, 0.8916], [-3.6695, -1.9068, -1.7232], [0.0496, 2.0224, 2.9167], [-5.7508, 0.8628, -1.0528], [3.1862, 2.1563, 1.6041], [-4.3591, -0.4873, -2.0572], [-2.2224, -1.5997, -1.2350], [-0.6958, 1.8956, 5.8295], [-1.7869, -1.7275, 0.1809]], "forces_ev_per_a": [[-0.69, -0.48, -0.73], [0.20, 1.11, -0.52], [-0.66, -0.35, 0.69], [-0.40, -0.99, -0.14], [0.07, 0.04, 0.12], [0.45, 0.12, -0.89], [0.12, 2.31, 0.20], [-0.39, -0.63, -0.36], [-0.01, 0.13, -0.08], [1.00, -0.44, 0.48], [0.00, -0.45, 0.11], [-0.76, -0.29, -0.59], [1.01, 0.42, -0.59], [-2.48, -0.75, 2.28], [0.60, 0.86, -0.51], [0.23, 0.69, 0.78], [-1.01, -0.21, 0.20], [0.90, 0.53, 0.26], [0.37, -0.48, 0.48], [-1.80, 0.32, -0.38], [1.74, 0.46, 0.22], [-1.17, -0.49, -0.02], [0.27, 2.46, -0.99], [-0.70, -1.00, 1.03], [0.59, 0.50, 0.72], [0.89, -0.77, -0.33], [0.20, 0.24, -0.78], [0.19, -0.77, -0.02], [-0.73, 0.41, 0.95], [0.06, -2.52, 0.26], [-0.21, -1.04, -0.04], [-0.16, -0.04, 0.00], [0.22, -0.19, 0.00], [-0.93, -0.07, -1.64], [0.20, 0.54, -0.93], [-0.21, 0.05, -0.25], [0.72, -0.06, 0.19], [0.55, -0.04, -0.34], [0.56, -0.33, 0.79], [0.24, 0.87, 0.68], [-0.11, 0.10, 0.03], [-0.25, 0.76, -0.93], [0.01, -0.40, -0.72], [-0.10, -0.52, 0.12], [-0.27, -0.06, -1.23], [-0.08, -0.22, 0.08], [-0.70, 0.40, -1.46], [-1.04, -1.23, 2.09], [0.65, -0.03, 0.91], [0.35, 1.19, 0.71], [-0.34, 0.89, 1.13], [0.59, -0.85, 0.47], [-1.08, -0.33, 0.11], [0.73, -0.91, 1.05], [1.89, 0.20, 0.46], [-0.80, 0.48, -0.76], [1.48, 0.83, -2.35]], "mulliken_charge": [0.35, 0.26, 0.41, 0.39, 0.80, 0.43, 0.05, -0.48, 0.30, 0.28, 0.23, 1.32, 0.29, 0.43, 0.34, 0.39, -0.46, 0.03, -0.50, -0.93, 0.40, 0.23, 0.56, -0.06, 0.33, 0.33, -1.02, -0.73, 0.43, -0.31, -0.52, 0.29, -0.76, -0.98, 0.51, -0.53, -0.44, 0.23, 0.29, 0.24, 0.30, 0.26, -0.56, -0.41, 0.01, -0.55, -0.78, 0.14, 0.34, -1.29, -0.33, 0.37, 0.40, -0.26, 0.30, 0.27, -0.63]}



(2)
{"formula": "C2H7N3O2", "method": "ωB97M-V with the def2-TZVPD basis set", "lumo_ev": [-0.6428, -0.6494], "energy_ev": -10745.6353, "orbital_gap_ev": [8.73, 8.72], "multiplicity": 1, "e_above_lowest_kj_mol": 814.4, "species": ["N", "N", "H", "H", "C", "H", "O", "N", "O", "H", "H", "C", "H", "H"], "coordinates": [[1.8421, -0.6252, 0.2682], [1.1660, 0.3986, 0.3539], [3.0371, 0.1931, -0.8658], [-1.1104, -1.2797, -0.8863], [-0.9040, -1.2924, 0.2451], [-1.5377, 0.7709, -1.2444], [3.0715, -0.5821, -0.3520], [-0.7894, 0.0196, 0.7114], [1.4139, 1.5749, 0.1404], [-0.9066, 2.0065, -0.1434], [-1.7147, -1.6373, 0.8911], [-1.3851, 0.9786, -0.1329], [0.0862, -1.8088, 0.4533], [-2.2688, 1.2834, 0.5613]], "forces_ev_per_a": [[-1.10, -1.44, 0.17], [-1.61, -0.15, 0.21], [0.38, 2.15, -1.26], [0.04, -0.66, 1.56], [0.88, -0.90, -1.33], [-0.30, -0.35, 1.55], [-0.16, -0.79, 1.41], [3.28, 1.84, -0.20], [0.40, 0.23, -0.60], [0.34, -1.26, 0.45], [-0.09, -0.92, -0.48], [-1.07, 2.72, 0.51], [-1.49, 0.16, -0.11], [0.50, -0.62, -1.89]], "mulliken_charge": [-0.26, 0.61, 0.31, 0.26, -0.57, 0.30, -0.35, -0.25, -0.62, 0.29, 0.31, -0.66, 0.31, 0.32]}



(3)
{"formula": "C16H24Cl5N4Ru", "method": "ωB97M-V with the def2-TZVPD basis set", "total_charge": 3, "lumo_ev": [-10.5471, -13.3487], "s2": 6.04, "energy_ev": -88106.2950, "orbital_gap_ev": [7.79, 5.08], "multiplicity": 5, "e_above_lowest_kj_mol": 61.5, "species": ["H", "H", "H", "C", "H", "Ru", "C", "C", "H", "H", "H", "Cl", "H", "Cl", "H", "C", "H", "C", "C", "H", "H", "N", "Cl", "C", "C", "H", "H", "Cl", "H", "C", "H", "H", "H", "H", "N", "C", "C", "C", "C", "C", "H", "C", "N", "H", "N", "C", "H", "H", "Cl", "H"], "coordinates": [[0.8547, 2.9589, 2.4684], [-0.7998, 1.5024, 3.5668], [-2.0840, 1.5198, -0.0690], [-0.6407, 1.4171, 2.4858], [-0.6379, 3.8346, -1.2866], [0.4140, -0.3641, 0.2905], [-1.7465, -2.5488, 0.7186], [-2.6282, -1.7805, 1.7203], [-2.3472, -3.4004, 0.3669], [-0.9282, -0.7453, -2.9053], [2.1636, 1.6454, 0.7141], [4.5164, -0.9740, -4.0827], [-0.0518, 1.1495, -2.1335], [6.1046, -2.6850, -2.0317], [-1.3835, 2.0493, 1.9979], [4.0417, -2.3148, -0.3388], [1.4898, 1.3379, 2.7849], [2.8060, -1.7398, -0.0397], [-2.2794, -0.3194, 2.0530], [-1.1440, 3.5885, 0.3549], [-2.9690, -0.6252, -0.6246], [-0.7727, 0.7909, -1.5071], [2.0815, -2.0308, 1.4965], [0.8231, 2.8431, -0.1594], [4.5938, -2.0470, -1.6165], [-2.3548, 0.3058, -2.8378], [-0.7044, -2.4372, -1.0275], [1.8700, 0.3394, -3.2893], [-2.6132, -2.3700, 2.6373], [-1.5862, -0.1885, -2.2341], [1.3690, 2.6549, -1.0869], [-3.6645, -1.7846, 1.3802], [1.2228, 3.7731, 0.2640], [-2.7895, 0.3614, 1.3646], [-1.2474, -1.7955, -0.4372], [-2.2681, -1.1571, -1.2684], [2.6350, -0.6685, -2.1442], [2.0522, -0.9103, -0.8852], [-1.5151, 1.9025, -0.9198], [3.8720, -1.2395, -2.5285], [-0.8769, -2.9759, 1.2327], [0.7764, 1.9050, 2.1747], [1.1438, 1.7338, 0.7528], [-2.8375, -1.9022, -1.8401], [-0.8432, 0.0204, 2.0357], [-0.6518, 3.0995, -0.4829], [-0.3939, -0.5916, 2.7301], [-2.6884, -0.1139, 3.0513], [4.8733, -3.3008, 0.7737], [-2.2560, 2.2776, -1.6391]], "forces_ev_per_a": [[0.07, -0.13, -0.02], [-0.09, -0.04, -0.15], [0.01, 0.02, -0.09], [0.49, 0.65, 0.12], [0.01, 0.08, 0.00], [-1.57, 1.45, -1.03], [-0.40, -0.57, 0.58], [0.31, 0.14, -0.17], [0.20, 0.10, 0.04], [-0.03, 0.06, -0.02], [-0.25, 0.11, 0.08], [-0.24, -0.05, 0.57], [-0.20, -0.09, 0.10], [-1.09, 0.45, 0.28], [0.00, -0.12, -0.01], [-0.83, -0.13, 1.39], [-0.01, 0.11, -0.14], [1.49, -0.66, -0.45], [-0.81, -0.37, -0.10], [-0.07, 0.07, 0.03], [0.02, -0.06, -0.01], [0.82, -0.10, 0.14], [-0.04, -0.36, 0.77], [-0.38, 0.55, -0.55], [1.38, -0.59, -0.45], [0.12, -0.01, -0.03], [-0.38, 0.10, 0.16], [-0.18, 0.17, -0.15], [-0.05, -0.05, -0.01], [-0.42, -0.34, 0.02], [0.05, -0.05, 0.09], [0.01, 0.01, 0.06], [0.08, -0.18, -0.04], [0.16, -0.07, 0.12], [1.69, 0.21, 0.04], [-0.14, 0.48, -0.53], [0.91, -0.34, -0.53], [0.19, -0.23, 0.10], [-0.47, 0.50, 0.19], [-1.00, 0.89, -0.76], [-0.09, 0.06, -0.12], [-0.43, 0.12, 0.61], [0.51, -1.60, 0.04], [0.10, 0.09, 0.19], [0.65, -0.48, 0.08], [0.17, -0.33, 0.02], [-0.12, 0.18, -0.04], [0.15, 0.13, -0.18], [-0.36, 0.35, -0.33], [0.04, -0.14, 0.11]], "mulliken_spin": [0.01, 0.00, -0.01, 0.00, 0.00, 2.82, -0.01, 0.01, 0.01, 0.00, 0.01, 0.05, -0.01, 0.20, -0.01, 0.09, 0.00, -0.06, 0.01, 0.00, 0.00, 0.17, 0.08, 0.00, 0.22, 0.01, 0.01, 0.01, 0.00, 0.01, 0.00, 0.00, 0.00, -0.01, 0.06, -0.01, -0.04, 0.23, 0.01, 0.09, 0.00, 0.00, 0.02, 0.00, -0.04, 0.01, -0.01, 0.00, 0.05, 0.02]}